No. 1
92
Properties=species:S:1:pos:R:3 method="wB97M-V/def2-TZVPD" gap_ha=0.189 total_charge=-2 multiplicity=1 total_energy_ha=-3846.4240 e_above_lowest_ev=2.6556
Ba 0.1374 -1.2434 -0.8140
O 2.2632 -0.0602 -0.3657
C 2.4069 0.7195 0.5717
C 3.2315 1.9678 0.5752
C 4.4745 2.3803 0.1332
C 4.8860 3.6704 0.4716
C 4.0524 4.5211 1.1813
C 2.7833 4.1048 1.6011
C 2.4078 2.8066 1.3346
P 0.9617 1.6547 1.6951
C -0.1929 3.0346 2.3981
C -0.4953 4.1010 1.5437
C -1.5118 5.0012 1.8265
C -2.2715 4.8484 2.9792
C -2.0137 3.7778 3.8248
C -0.9998 2.8772 3.5279
C 1.4891 0.9022 3.2747
C 1.9474 1.6948 4.3241
C 2.3803 1.1149 5.5097
C 2.3564 -0.2635 5.6610
C 1.9003 -1.0611 4.6178
C 1.4749 -0.4830 3.4337
H 5.1098 1.7280 -0.4542
H 5.8673 4.0192 0.1684
H 4.3924 5.5234 1.4178
H 2.1369 4.7842 2.1448
H 0.0805 4.2174 0.6286
H -1.7247 5.8131 1.1396
H -3.0691 5.5465 3.2057
H -2.6160 3.6370 4.7159
H -0.8302 2.0300 4.1843
H 1.9569 2.7724 4.2136
H 2.7444 1.7403 6.3175
H 2.6919 -0.7129 6.5883
H 1.8696 -2.1385 4.7287
H 1.1216 -1.1146 2.6259
N -2.2375 1.5589 -0.2152
C -3.1855 0.5844 -0.3609
N -4.4274 1.0393 -0.5944
C -5.3143 0.0525 -0.7783
N -6.5955 0.4663 -1.1204
N -5.1062 -1.2319 -0.6716
C -3.8205 -1.6107 -0.3522
N -2.8072 -0.6814 -0.2663
C -3.6014 -2.9613 -0.1069
C -4.5848 -3.9531 -0.3666
C -4.2551 -5.2673 -0.4777
C -2.8480 -5.6088 -0.4673
C -1.9333 -4.7143 -0.0792
N -2.3490 -3.4546 0.4448
H -2.6206 2.4796 -0.0883
H -1.4248 1.3399 0.3457
H -6.7725 1.4240 -0.8651
H -7.3139 -0.1831 -0.8479
H -5.5905 -3.6045 -0.5550
H -4.9999 -6.0240 -0.6882
H -2.5215 -6.5698 -0.8466
H -0.8708 -4.9081 -0.0835
I -0.2432 -2.3036 -4.2385
C -0.1238 -0.2970 -4.9741
C -0.2917 -0.1974 -6.3294
C -0.2382 1.0601 -6.9577
C -0.0050 2.1725 -6.2027
C 0.1782 2.0807 -4.8026
C 0.4295 3.2490 -4.0509
C 0.6040 3.1667 -2.6986
C 0.5158 1.9169 -2.0559
C 0.2724 0.7196 -2.7011
C 0.1138 0.8143 -4.1211
H -0.4671 -1.0851 -6.9225
H -0.3856 1.1261 -8.0293
H 0.0452 3.1543 -6.6645
H 0.4782 4.2038 -4.5657
H 0.8083 4.0600 -2.1144
H 0.6496 1.9232 -0.9762
F -0.5809 -3.3979 2.0599
B -1.7232 -2.8871 1.5445
F -2.1897 -1.8319 2.2317
F 3.1094 -6.0701 -1.6295
C 2.0835 -5.1919 -1.6930
F 2.0225 -4.7519 -2.9596
F 0.9642 -5.8996 -1.4682
C 2.1636 -3.9654 -0.7036
O 1.0887 -3.1976 -0.8373
C 3.4958 -3.1867 -1.0288
F 3.3583 -2.5178 -2.1790
F 4.5853 -3.9850 -1.1589
F 3.7922 -2.3001 -0.0732
C 2.2926 -4.5335 0.7542
F 3.4041 -5.2849 0.9482
F 2.3305 -3.5383 1.6501
F 1.2433 -5.3079 1.0582

***

No. 2
87
Properties=species:S:1:pos:R:3 method="wB97M-V/def2-TZVPD" gap_ha="0.251 / 0.263" total_charge=-1 multiplicity=3 total_energy_ha=-5713.8377 s_squared=2.02 e_above_lowest_ev=0.2102
V 0.4823 0.8606 0.9517
I -1.4702 3.2751 3.0804
C -2.0822 3.8995 1.1900
C -3.0792 4.8375 1.2005
C -3.5039 5.4501 0.0032
C -2.8761 5.1323 -1.1607
C -1.8347 4.1720 -1.1876
C -1.1668 3.9324 -2.4210
C -0.1411 3.0464 -2.4752
C 0.1978 2.3096 -1.3108
C -0.4341 2.4375 -0.0891
C -1.4337 3.4746 -0.0132
H -3.5288 5.1297 2.1388
H -4.2968 6.1864 0.0272
H -3.1500 5.6163 -2.0911
H -1.4777 4.4947 -3.2943
H 0.4079 2.8875 -3.3947
H 1.0010 1.5818 -1.4349
O 3.3673 3.0923 1.5959
C 2.6981 2.3812 2.3161
O 1.5157 1.8985 1.9976
C 3.1652 1.9985 3.6906
C 2.2834 1.5003 4.6359
C 2.7192 1.1594 5.9236
C 4.0533 1.3322 6.1869
O 4.7297 1.0453 7.3485
C 6.0666 1.4989 7.1336
O 6.2064 1.8598 5.7642
C 4.9310 1.8206 5.2395
C 4.5264 2.1701 3.9820
H 1.2511 1.3473 4.3551
H 2.0402 0.7658 6.6664
H 6.7572 0.6864 7.3641
H 6.2536 2.3749 7.7637
H 5.1976 2.5582 3.2304
O -0.5102 -0.1030 3.8332
B -0.8454 0.1659 2.4517
O -2.1828 -0.3241 2.2726
C -2.6122 -0.7916 3.4696
C -3.8354 -1.3357 3.7849
C -4.0210 -1.7572 5.1063
C -3.0102 -1.6287 6.0508
C -1.7708 -1.0723 5.7137
C -1.6049 -0.6612 4.4122
H -4.6121 -1.4286 3.0386
H -4.9693 -2.1910 5.3958
H -3.1832 -1.9649 7.0647
H -0.9735 -0.9701 6.4367
S 2.5344 -1.0433 1.6433
C 2.6720 -0.5090 0.0613
N 2.6421 -0.0582 -1.0129
Cl 1.9512 2.4062 -5.6543
C 0.8967 1.0807 -5.2460
C 1.3376 0.0946 -4.3846
C 0.4834 -0.9514 -4.0702
C -0.7991 -1.0291 -4.6019
C -1.7353 -2.1588 -4.2260
C -2.5295 -1.8226 -2.9698
N -1.6878 -1.6384 -1.8055
C -1.1356 -2.6295 -1.0152
C -0.4262 -1.9913 -0.0565
N -0.5171 -0.6213 -0.2474
C -1.2743 -0.4597 -1.3063
O -1.0487 -3.3674 -3.9699
C -0.4818 -3.9413 -5.1425
C 0.4469 -5.0287 -4.7231
C 1.8031 -4.9866 -4.8054
Cl 2.7618 -3.7132 -5.4477
S 2.5615 -6.3765 -4.1656
C 1.0482 -7.0656 -3.7717
C 0.0175 -6.2522 -4.1142
C -1.2092 0.0054 -5.4384
Cl -2.8319 0.0230 -6.1049
C -0.3819 1.0598 -5.7746
H 2.3142 0.1587 -3.9290
H 0.8152 -1.7148 -3.3766
H -2.4593 -2.3056 -5.0378
H -3.2407 -2.6203 -2.7490
H -3.0899 -0.9037 -3.1464
H -1.2987 -3.6717 -1.2174
H 0.1642 -2.4012 0.7453
H -1.5633 0.4903 -1.7253
H 0.0533 -3.1873 -5.7257
H -1.2892 -4.3450 -5.7682
H 1.0029 -8.0319 -3.2989
H -1.0209 -6.4925 -3.9402
H -0.7304 1.8484 -6.4250

***

No. 3
95
Properties=species:S:1:pos:R:3 method="wB97M-V/def2-TZVPD" gap_ha=0.260 multiplicity=1 smiles="O=C1C=C(c2ccccn2)C(=O)C([PH2]=S)=C1O.O=C1C=C(O)C(=O)C=C1O.O=C1C=C(O)C(=O)C=C1O.O=C1C=C(O)C(=O)C=C1O.O=C1C=C(O)C(=O)C=C1O.O=C1C=C(O)C(=O)C=C1O" total_energy_ha=-4103.9579
O -0.5983 0.4804 6.0928
C -0.7011 1.6709 5.9003
C -2.0046 2.3728 5.7653
C -2.1208 3.4685 5.0078
C -3.3577 4.2592 4.8561
C -4.5939 3.7815 5.2957
C -5.7031 4.5874 5.1795
C -5.5699 5.8500 4.6298
C -4.3027 6.2357 4.2151
N -3.2276 5.4710 4.3228
C -0.8781 3.8876 4.2532
O -0.9130 4.3154 3.1257
C 0.4197 3.6267 4.9525
P 1.7438 4.8063 4.7604
S 1.3789 6.3590 5.8937
C 0.5013 2.5692 5.7683
O 1.6079 2.2073 6.4726
H -2.8266 1.9505 6.3290
H -4.6930 2.7871 5.7097
H -6.6703 4.2386 5.5166
H -6.4130 6.5163 4.5217
H -4.1461 7.2144 3.7775
H 2.9251 4.1303 5.0642
H 1.8327 5.1084 3.4030
H 1.7638 2.8529 7.1745
O 4.8740 6.0384 5.9812
C 5.8246 5.5853 6.5908
C 7.0623 5.1244 6.0037
C 8.0152 4.6443 6.8158
O 9.1876 4.1965 6.4024
C 7.8390 4.5637 8.3186
O 8.7740 4.0956 8.9433
C 6.6029 5.0317 8.9039
C 5.6490 5.5148 8.0934
O 4.4752 5.9580 8.5042
H 7.1812 5.1863 4.9313
H 9.6657 3.9096 7.2066
H 6.4871 4.9739 9.9767
H 3.9753 6.2338 7.7047
O 2.3132 2.9729 1.1683
C 1.5452 2.6582 0.2735
C 0.1884 3.1405 0.1643
C -0.5690 2.7138 -0.8562
O -1.8263 3.0714 -1.0558
C -0.0417 1.7492 -1.8958
O -0.8267 1.4050 -2.7639
C 1.3251 1.2855 -1.8001
C 2.0762 1.7078 -0.7735
O 3.3346 1.3484 -0.5718
H -0.1654 3.8226 0.9260
H -2.1171 2.6004 -1.8617
H 1.6875 0.6054 -2.5597
H 3.6185 1.8047 0.2445
O -0.5197 -5.6422 -2.6082
C 0.1945 -4.6791 -2.8213
C 1.6194 -4.7491 -3.0711
C 2.2929 -3.6125 -3.2980
O 3.5891 -3.5623 -3.5652
C 1.6201 -2.2623 -3.2944
O 2.3342 -1.2965 -3.4968
C 0.1930 -2.1906 -3.0626
C -0.4825 -3.3266 -2.8392
O -1.7867 -3.3856 -2.6223
H 2.0926 -5.7210 -3.0781
H 3.8051 -2.6162 -3.6898
H -0.2846 -1.2193 -3.0891
H -1.9999 -4.3300 -2.4846
O -1.7066 -6.9854 -8.2420
C -0.9339 -6.1538 -7.8023
C 0.3685 -6.4351 -7.2456
C 1.0875 -5.4168 -6.7510
O 2.2826 -5.5536 -6.2047
C 0.5812 -3.9882 -6.7598
O 1.3065 -3.1592 -6.2385
C -0.7072 -3.7027 -7.3445
C -1.4298 -4.7211 -7.8356
O -2.6301 -4.5864 -8.3676
H 0.7147 -7.4587 -7.2317
H 2.5652 -4.6611 -5.9204
H -1.0555 -2.6795 -7.3490
H -2.9389 -5.4819 -8.6276
O -5.2721 -5.2769 -2.8965
C -5.1095 -5.6427 -4.0469
C -4.3501 -6.8046 -4.4469
C -4.2323 -7.0885 -5.7539
O -3.5420 -8.1155 -6.2123
C -4.8670 -6.2232 -6.8249
O -4.6749 -6.5565 -7.9820
C -5.6412 -5.0709 -6.4239
C -5.7596 -4.7930 -5.1175
O -6.4359 -3.7666 -4.6348
H -3.8923 -7.4092 -3.6767
H -3.5692 -8.0897 -7.1891
H -6.0963 -4.4648 -7.1942
H -6.3388 -3.8111 -3.6621

***

No. 4
88
Properties=species:S:1:pos:R:3 method="wB97M-V/def2-TZVPD" gap_ha=0.307 multiplicity=1 smiles="CS(=O)(=O)[C@H](C#N)[C@H](F)C#N.O=C1C=CC(=O)C=C1.O=C1C=CC(=O)C=C1.O=C1C=CC(=O)C=C1.O=C1C=CC(=O)C=C1.O=C1C=CC(=O)C=C1.O=C1C=CC(=O)C=C1" total_energy_ha=-3240.3233
C -0.6434 0.5623 3.9080
S 0.9376 -0.1633 4.6305
O 0.5563 -0.6976 5.9894
O 1.4674 -1.2800 3.7389
C 2.2010 1.1963 4.8037
C 1.5186 2.4762 5.4769
N 1.2459 3.6129 5.8164
C 2.8752 1.5362 3.3533
F 4.2545 1.9936 3.5181
C 2.0043 2.6603 2.5672
N 1.3011 3.2252 1.7498
H -0.5164 0.7088 2.7797
H -1.4358 -0.2642 4.0777
H -0.9720 1.5131 4.4695
H 3.0217 0.8426 5.5428
H 2.9612 0.5620 2.7246
O -3.0741 -0.0358 3.0719
C -4.2714 0.1793 2.9958
C -5.0783 0.4685 4.1995
C -6.3890 0.7016 4.1134
C -7.0888 0.6822 2.8107
O -8.2841 0.8970 2.7327
C -6.2801 0.3929 1.6075
C -4.9698 0.1599 1.6949
H -4.5499 0.4796 5.1451
H -6.9962 0.9144 4.9845
H -6.8071 0.3817 0.6614
H -4.3618 -0.0526 0.8245
O -3.9729 0.2215 -1.5391
C -2.7665 0.3898 -1.6013
C -1.8235 -0.7296 -1.3987
C -0.5040 -0.5434 -1.4647
C 0.0709 0.7890 -1.7447
O 1.2745 0.9580 -1.8069
C -0.8727 1.9092 -1.9475
C -2.1920 1.7229 -1.8814
H -2.2602 -1.6989 -1.1955
H 0.2011 -1.3521 -1.3181
H -0.4355 2.8790 -2.1509
H -2.8975 2.5316 -2.0279
O -5.4148 7.1101 4.0997
C -4.7635 6.0834 4.1423
C -4.7727 5.2174 5.3403
C -4.0566 4.0931 5.3867
C -3.2253 3.6645 4.2425
O -2.5726 2.6355 4.2848
C -3.2158 4.5297 3.0448
C -3.9317 5.6541 2.9980
H -5.3875 5.5455 6.1694
H -4.0510 3.4474 6.2561
H -2.6006 4.2012 2.2159
H -3.9370 6.2995 2.1285
O -1.4215 -2.8648 -3.3587
C -1.1457 -2.5874 -4.5126
C -1.3896 -1.2344 -5.0563
C -1.0893 -0.9320 -6.3202
C -0.4984 -1.9360 -7.2305
O -0.2226 -1.6585 -8.3833
C -0.2546 -3.2886 -6.6870
C -0.5551 -3.5908 -5.4228
H -1.8222 -0.5106 -4.3765
H -1.2618 0.0534 -6.7349
H 0.1778 -4.0123 -7.3666
H -0.3824 -4.5762 -5.0081
O 6.2421 -1.2332 -7.4635
C 5.3466 -2.0522 -7.5551
C 4.7729 -2.6996 -6.3564
C 3.7929 -3.5987 -6.4579
C 3.2379 -3.9849 -7.7724
O 2.3414 -4.8046 -7.8639
C 3.8114 -3.3378 -8.9708
C 4.7914 -2.4386 -8.8694
H 5.1900 -2.4050 -5.4012
H 3.3615 -4.0831 -5.5907
H 3.3940 -3.6323 -9.9257
H 5.2226 -1.9543 -9.7366
O 3.9031 -1.3105 1.0551
C 4.7833 -1.6990 1.8029
C 4.4648 -2.3961 3.0668
C 5.4297 -2.8185 3.8860
C 6.8571 -2.6095 3.5640
O 7.7369 -2.9970 4.3109
C 7.1753 -1.9124 2.2998
C 6.2109 -1.4899 1.4809
H 3.4144 -2.5418 3.2876
H 5.2146 -3.3299 4.8160
H 8.2256 -1.7665 2.0792
H 6.4260 -0.9782 0.5510

***

No. 5
87
Properties=species:S:1:pos:R:3 method="wB97M-V/def2-TZVPD" gap_ha="0.248 / 0.164" total_charge=+1 multiplicity=1 total_energy_ha=-11014.6228 e_above_lowest_ev=1.3272
Tl -1.1620 -1.1083 -0.1322
C -1.4306 1.0184 3.1430
C -1.0022 -0.3647 3.5996
C -0.6706 -0.5282 4.9537
C -0.2482 -1.7453 5.4088
C -0.1757 -2.8204 4.5108
C 0.2493 -4.1381 4.8899
Br 0.6973 -4.5086 6.6644
C 0.3438 -5.1665 3.9709
C -0.0043 -4.9516 2.6550
Br 0.1297 -6.3395 1.4218
C -0.5036 -3.6758 2.1822
O -0.8845 -3.5262 1.0225
C -0.5333 -2.5709 3.1751
N -0.9195 -1.3624 2.7332
H -1.5766 1.6268 4.0426
H -2.4826 1.7362 1.5036
H -0.6019 1.4646 2.5877
H -0.7543 0.3132 5.6282
H 0.0143 -1.8879 6.4474
H 0.6846 -6.1417 4.2879
O -2.3680 3.6343 0.0618
S -1.5159 2.5382 -0.6187
O -2.4073 1.5104 -1.1009
O -0.5085 2.1378 0.3323
C -0.7792 3.2763 -2.0404
C -1.2103 4.5315 -2.4509
C -0.7482 5.0488 -3.6482
C 0.1249 4.3043 -4.4301
C 0.5375 3.0509 -4.0112
C 0.0964 2.5063 -2.8073
P 0.6784 0.8183 -2.2891
C 0.1923 -0.1783 -3.7379
C -1.0607 0.0718 -4.3084
C -1.5616 -0.7479 -5.3064
C -0.8254 -1.8401 -5.7476
C 0.4011 -2.1163 -5.1653
C 0.9021 -1.2990 -4.1605
C 2.4665 1.1736 -2.4716
C 3.0046 1.9691 -1.4569
C 4.3231 2.3866 -1.5130
C 5.1360 1.9906 -2.5678
C 4.6145 1.1884 -3.5694
C 3.2842 0.7882 -3.5276
H -1.8838 5.1069 -1.8315
H -1.0713 6.0293 -3.9701
H 0.4861 4.7029 -5.3687
H 1.2223 2.4783 -4.6252
H -1.6515 0.9158 -3.9711
H -2.5281 -0.5318 -5.7428
H -1.2105 -2.4745 -6.5348
H 0.9762 -2.9743 -5.4895
H 1.8450 -1.5621 -3.6946
H 2.3771 2.2766 -0.6265
H 4.7193 3.0209 -0.7307
H 6.1684 2.3118 -2.6100
H 5.2357 0.8840 -4.4018
H 2.8902 0.2073 -4.3511
Se -4.3372 3.4876 -0.0196
N -2.5754 1.0960 2.2728
C -3.8524 0.7611 2.6328
C -4.1300 -0.1110 3.6857
C -5.4262 -0.4949 3.9794
C -6.5052 -0.0169 3.2301
C -6.2738 0.8784 2.2197
C -4.9610 1.3183 1.9113
N -4.8311 2.2869 1.0081
H -3.3215 -0.5110 4.2811
H -5.5992 -1.1799 4.7986
H -7.5131 -0.3347 3.4560
H -7.0853 1.3006 1.6435
N 1.2142 -3.8460 -1.0978
C 1.9539 -2.8914 -0.4737
N 1.4357 -1.8675 0.1274
C 2.4240 -1.0817 0.7083
C 2.1960 0.0626 1.4650
C 3.2786 0.7320 2.0038
C 4.5829 0.2870 1.7806
C 4.8252 -0.8395 1.0143
C 3.7338 -1.5197 0.4928
S 3.7023 -2.9806 -0.4606
H 0.3003 -4.0166 -0.6992
H 1.6935 -4.6679 -1.4244
H 1.1854 0.4212 1.6106
H 3.1143 1.6227 2.5961
H 5.4154 0.8312 2.2049
H 5.8353 -1.1845 0.8397